Entry 1:
{"formula": "C12H14NO", "method": "the ωB97M-V functional and the def2-TZVPD basis", "elements": ["C", "C", "C", "H", "H", "H", "H", "H", "H", "C", "H", "C", "H", "H", "C", "C", "C", "H", "C", "H", "H", "C", "C", "O", "C", "N", "H", "H"], "positions_angstrom": [[-1.204, 0.952, -0.209], [-2.107, 1.309, -1.386], [2.276, -0.595, -0.288], [-2.487, -0.002, 1.557], [-3.004, 0.809, -1.290], [-1.555, -2.022, 0.073], [4.433, -0.348, -0.049], [-1.552, 1.389, 2.018], [2.203, 3.275, 0.141], [2.254, 2.262, 0.053], [-2.990, 1.478, 0.867], [1.140, 0.204, -0.272], [-1.659, 0.813, -2.435], [0.342, -2.475, -1.477], [-0.548, -1.529, 0.135], [0.527, -2.458, -0.374], [-2.071, 0.974, 1.164], [0.472, -3.356, 0.248], [2.015, -1.958, -0.344], [-0.418, -1.416, 1.229], [-2.289, 2.395, -1.497], [3.454, 0.166, -0.194], [3.448, 1.518, -0.067], [-0.247, 2.003, -0.035], [0.994, 1.574, -0.112], [-0.522, -0.289, -0.525], [2.615, -2.869, -0.656], [4.466, 1.898, -0.149]], "forces_ev_per_a": [[-2.34, -0.47, 1.74], [2.77, -0.18, -3.06], [-0.59, -0.88, 0.29], [0.83, 0.52, -0.92], [-2.10, -0.96, 0.38], [0.84, 0.29, -0.42], [-0.91, 0.33, -0.57], [0.14, 0.53, -0.19], [0.32, 2.77, 0.44], [-2.09, -2.95, -1.13], [0.22, 0.61, 0.57], [-6.61, 0.15, -0.83], [-0.87, 1.72, 2.78], [0.23, -1.11, 0.41], [-1.59, -0.91, 2.68], [1.23, 1.54, -0.11], [-0.50, -1.56, -1.14], [0.02, -0.42, -0.97], [-2.11, -1.34, -1.32], [0.06, -0.01, -0.05], [0.21, -0.65, 0.12], [2.34, -1.26, 0.57], [0.36, -0.17, -0.38], [0.55, 1.01, -0.39], [3.19, -1.17, 0.48], [6.66, 1.94, -0.47], [0.31, 1.75, 0.91], [-0.58, 0.86, 0.55]], "relative_energy_kj_mol": 220.3, "total_charge": 1, "orbital_gap_ha": [0.220, 0.220]}



Entry 2:
{"formula": "C12H14NO2", "method": "the ωB97M-V functional and the def2-TZVPD basis", "elements": ["C", "H", "H", "C", "H", "C", "H", "N", "H", "H", "C", "O", "H", "C", "H", "C", "H", "C", "C", "H", "C", "H", "H", "O", "C", "H", "H", "C", "C"], "positions_angstrom": [[-1.225, -1.041, 0.711], [-0.903, -4.520, -0.797], [-2.303, 1.682, -2.559], [-1.533, -1.174, -0.732], [2.278, 3.295, 0.159], [-1.088, -2.125, 1.562], [-1.624, -2.689, -2.322], [-1.129, 0.306, 1.012], [-1.547, 2.038, 0.011], [-0.727, -2.008, 2.590], [3.422, 1.574, -0.078], [1.288, 1.669, 2.665], [-1.476, 0.340, -3.455], [-1.353, -2.473, -1.297], [-0.791, -4.240, 1.585], [2.134, 2.382, 2.071], [3.154, 0.945, -0.926], [-1.115, -3.524, -0.402], [-2.110, 0.597, -2.591], [-0.820, 0.615, 1.940], [-1.560, 0.156, -1.228], [3.866, 0.997, 0.732], [-3.070, 0.123, -2.686], [2.920, 3.223, 2.555], [-1.446, 0.978, -0.127], [4.224, 2.296, -0.252], [1.273, 1.737, 0.390], [2.202, 2.269, 0.515], [-0.943, -3.427, 0.954]], "forces_ev_per_a": [[-0.43, -0.12, -1.01], [-0.40, 0.15, -0.29], [0.27, -0.34, -0.21], [2.16, -1.18, 1.60], [-0.95, 0.09, -0.19], [1.72, -1.68, -0.64], [0.43, 0.08, -0.16], [-0.75, -2.01, 0.17], [0.12, 0.37, -0.63], [-0.57, 0.16, -0.24], [0.24, -0.12, 1.37], [-0.34, -0.24, -0.02], [-0.17, 0.11, 0.38], [-1.24, 0.76, 1.57], [0.41, -1.41, 0.73], [0.90, 0.59, -0.37], [0.39, 0.11, -0.11], [0.56, -1.10, -1.43], [0.69, 0.28, 1.03], [0.09, 0.52, -0.84], [-1.55, 1.05, -0.31], [-0.02, -0.75, -0.18], [-0.51, -0.30, -0.43], [0.11, -0.04, 0.46], [0.71, 0.66, 0.09], [-0.24, 0.00, -0.65], [-0.34, 0.01, -1.27], [-0.09, 0.24, 0.95], [-1.20, 4.11, 0.64]], "relative_energy_kj_mol": 132.6, "total_charge": -1, "orbital_gap_ha": 0.263}



Entry 3:
{"formula": "C12H15BClMgNO7P", "method": "the ωB97M-V functional and the def2-TZVPD basis", "elements": ["H", "O", "C", "C", "H", "C", "H", "H", "B", "C", "H", "N", "H", "O", "O", "O", "H", "H", "C", "P", "H", "H", "H", "C", "H", "C", "Mg", "O", "C", "O", "H", "C", "C", "O", "Cl", "H", "H", "C", "C"], "positions_angstrom": [[1.475, -1.736, -0.356], [0.893, 3.076, 1.684], [-3.189, -2.364, -0.233], [-1.345, -1.202, -1.608], [-1.935, 0.460, -2.933], [-4.124, -1.458, -0.852], [-5.194, -1.538, -0.543], [3.762, 3.257, -0.287], [1.961, 2.578, 0.932], [1.296, -0.796, -0.938], [3.764, -1.663, 2.043], [2.185, 1.150, 0.496], [-0.943, -2.883, -0.155], [0.133, -1.237, 1.642], [0.807, 1.852, -2.050], [-0.891, -1.473, 2.536], [-4.479, 0.288, -2.286], [0.019, 2.814, 1.334], [-1.740, -2.232, -0.624], [3.052, 0.365, 1.779], [-1.163, -0.016, 0.612], [2.614, 4.622, 0.302], [-0.674, -2.298, 3.008], [0.266, 1.484, -1.002], [-0.208, 0.772, 1.912], [0.159, -1.067, -1.960], [-1.366, -4.356, -1.698], [3.020, -1.318, 1.516], [0.978, 0.459, -0.008], [0.457, -1.207, -3.130], [-3.492, -3.122, 0.530], [-3.737, -0.421, -1.842], [3.111, 3.645, 0.531], [-0.946, 1.943, -0.771], [1.999, 0.571, 3.637], [3.699, 3.824, 1.484], [2.217, -0.536, -1.532], [-2.328, -0.297, -2.214], [-0.112, 0.062, 1.044]], "forces_ev_per_a": [[-0.03, 0.88, -0.22], [0.25, -0.90, -1.67], [0.94, 1.28, -1.63], [-1.29, -0.07, 0.76], [-0.56, -0.62, 0.78], [0.96, 0.16, -0.24], [1.06, 0.17, -0.36], [-0.42, 0.56, 0.72], [0.83, 2.34, 0.02], [0.06, 0.44, 0.22], [-0.30, 0.22, -0.28], [-1.39, -2.47, 1.51], [-0.56, 1.39, 0.43], [1.99, 0.09, -1.72], [0.78, -0.84, 0.72], [-2.02, 0.04, 1.02], [0.68, -0.89, 0.57], [0.24, -0.01, 0.42], [-1.52, 0.27, -1.32], [1.98, 0.02, 0.17], [1.08, 0.42, -0.08], [0.54, -0.83, -0.02], [0.59, 0.45, -0.37], [-2.55, 1.54, -0.61], [0.30, -0.43, -1.01], [0.74, 0.20, -0.89], [-0.35, 0.93, -0.20], [-0.53, 1.51, -0.05], [-1.86, -0.45, -0.72], [-0.59, -0.29, 0.65], [0.19, 0.90, -0.77], [2.03, -1.38, 1.02], [-0.46, -0.53, 1.05], [2.14, -1.59, 0.78], [-0.24, -0.33, -0.71], [-0.29, -0.12, -1.08], [-1.06, -0.41, 0.44], [-0.16, -1.60, 1.38], [-1.21, -0.02, 1.28]], "total_charge": 1, "orbital_gap_ha": 0.090}



Entry 4:
{"formula": "C12H15ClN3", "method": "the ωB97M-V functional and the def2-TZVPD basis", "elements": ["N", "H", "C", "H", "N", "H", "Cl", "C", "H", "C", "C", "H", "C", "H", "H", "H", "C", "H", "H", "C", "H", "H", "C", "C", "H", "H", "C", "N", "H", "C", "C"], "positions_angstrom": [[4.901, -18.411, 19.955], [-2.529, -26.938, 26.155], [-2.155, -26.145, 25.524], [-0.895, -25.109, 26.971], [-0.773, -24.495, 24.971], [-2.862, -26.464, 23.451], [0.443, -19.544, 23.096], [4.525, -23.890, 23.808], [-0.116, -23.739, 25.102], [5.812, -19.371, 20.439], [-1.366, -24.953, 23.853], [7.298, -25.369, 24.420], [-1.305, -25.248, 25.982], [3.896, -18.459, 20.051], [8.064, -19.349, 20.321], [5.570, -20.188, 21.102], [6.902, -17.695, 19.321], [3.288, -25.623, 22.977], [4.964, -16.635, 18.841], [7.122, -18.907, 20.031], [5.583, -26.992, 23.404], [7.713, -17.207, 18.801], [-2.272, -25.909, 24.165], [4.214, -25.198, 23.336], [-0.994, -24.541, 22.926], [6.445, -23.140, 24.731], [5.371, -25.941, 23.531], [6.352, -25.169, 24.129], [3.811, -23.092, 23.669], [5.823, -23.896, 24.275], [5.539, -17.476, 19.198]], "forces_ev_per_a": [[0.88, -1.82, 0.30], [-0.47, 0.10, -0.27], [-1.35, -1.56, 0.98], [-0.22, -0.07, 0.10], [-0.47, -0.67, 1.08], [0.05, 0.06, 0.01], [0.09, -0.08, -0.03], [-0.20, -0.15, -0.43], [-0.22, -0.12, -0.38], [1.87, 2.29, -1.04], [0.77, 1.49, -1.91], [-0.45, -0.45, -0.31], [2.84, 2.00, 2.50], [0.17, -0.13, 0.17], [-0.11, -0.02, -0.16], [-0.37, 0.16, -0.23], [0.29, -0.77, -0.79], [0.06, 0.33, -0.10], [0.23, -0.10, -0.28], [-3.25, -0.36, 0.94], [-0.21, 0.03, -0.21], [-0.26, 0.44, 0.06], [-0.36, -1.07, -1.92], [1.89, -0.70, 0.59], [-0.58, -0.08, -0.22], [-0.25, 0.15, -0.15], [0.23, -0.61, 0.42], [-1.40, 1.23, -0.34], [0.37, 0.35, 0.47], [-0.06, -0.15, 0.05], [0.49, 0.28, 1.09]], "relative_energy_kj_mol": 208.6, "total_charge": -1, "orbital_gap_ha": 0.235}



Entry 5:
{"formula": "C12H15ClN4O2RuS", "method": "the ωB97M-V functional and the def2-TZVPD basis", "elements": ["C", "O", "N", "H", "C", "H", "C", "H", "C", "C", "H", "C", "C", "O", "C", "H", "S", "H", "H", "H", "C", "C", "Ru", "N", "H", "H", "H", "H", "C", "N", "C", "N", "Cl", "H", "H", "H"], "positions_angstrom": [[0.091, 3.719, -2.818], [2.732, -0.111, 0.193], [-0.095, 0.929, 2.488], [-0.034, 4.631, -3.386], [0.066, 2.564, -0.726], [-1.352, 3.089, 2.332], [0.433, 2.540, -3.460], [-1.146, 4.282, 1.037], [-0.652, 3.503, 1.608], [-1.510, 0.797, 5.183], [-2.505, 0.466, 4.885], [-0.520, -0.351, 5.165], [3.036, -0.890, -0.860], [2.041, -1.252, -1.505], [4.466, -1.190, -1.121], [-1.198, 1.626, 4.558], [0.073, -1.470, 1.255], [-0.382, 4.643, -0.929], [0.457, -0.066, 5.560], [0.177, 3.944, 2.168], [-0.133, 2.420, 0.738], [-0.112, -0.351, 2.693], [0.880, -0.106, -0.125], [-0.316, -0.973, 3.837], [-1.575, 1.157, 6.210], [4.856, -1.730, -0.253], [-0.229, -1.979, 3.841], [5.004, -0.240, -1.171], [-0.102, 3.731, -1.434], [0.144, 1.237, 1.182], [0.584, 1.393, -2.698], [0.419, 1.418, -1.370], [4.679, -2.121, -2.589], [-0.902, -1.166, 5.778], [0.854, 0.438, -3.133], [0.586, 2.498, -4.528]], "forces_ev_per_a": [[0.00, -0.05, 0.02], [0.28, -0.01, -0.03], [0.15, 0.06, 0.20], [0.00, 0.01, 0.00], [0.05, 0.12, 0.28], [0.01, 0.02, 0.01], [0.00, -0.03, 0.11], [0.01, 0.01, -0.01], [-0.03, -0.02, 0.00], [-0.02, 0.00, 0.10], [0.01, 0.00, -0.05], [-0.08, -0.08, 0.06], [-0.13, 0.05, 0.06], [0.18, -0.08, 0.01], [-0.05, -0.02, -0.01], [0.01, 0.02, 0.01], [-0.41, -0.21, 0.03], [0.01, 0.01, 0.00], [-0.02, 0.09, -0.05], [-0.01, 0.01, 0.02], [-0.04, -0.03, -0.14], [-0.03, -0.14, -0.24], [0.46, 0.51, -0.20], [0.00, 0.08, -0.03], [-0.03, 0.00, 0.00], [-0.01, -0.02, -0.03], [-0.07, 0.00, -0.07], [0.00, -0.02, -0.02], [0.00, -0.04, -0.01], [0.03, 0.00, -0.12], [-0.03, -0.07, -0.21], [-0.35, -0.26, 0.21], [0.02, 0.03, 0.04], [0.09, 0.04, 0.08], [-0.01, 0.02, -0.02], [0.00, -0.01, -0.01]], "total_charge": 2, "orbital_gap_ha": [0.213, 0.213]}



Entry 6:
{"formula": "C12H15ClSi", "method": "the ωB97M-V functional and the def2-TZVPD basis", "elements": ["H", "C", "H", "H", "H", "C", "C", "H", "Si", "C", "H", "H", "H", "H", "H", "C", "C", "H", "C", "H", "C", "Cl", "H", "H", "C", "C", "C", "C", "H"], "positions_angstrom": [[1.747, -0.140, 2.217], [4.104, 0.731, 0.009], [3.906, 0.911, -2.171], [3.859, 0.940, 2.126], [-2.050, 0.704, 3.102], [-1.465, 0.102, 1.256], [-1.446, 0.063, 2.630], [5.136, 1.199, -0.150], [-0.241, -1.100, 0.227], [-1.267, -1.475, -1.325], [-1.657, -2.476, -1.389], [-3.338, 1.324, -1.522], [-0.713, -1.196, -2.177], [-1.449, 2.045, 0.442], [-1.715, 1.188, -1.775], [3.449, 0.502, 1.157], [1.580, -0.412, 0.017], [1.546, -0.199, -2.100], [-2.172, 1.158, 0.417], [-3.111, 1.463, 1.002], [-2.596, -0.788, -1.280], [0.028, -2.843, 1.158], [-1.055, -0.811, 3.091], [-3.213, -0.969, -2.283], [3.456, 0.551, -1.202], [2.215, -0.027, -1.193], [2.203, -0.077, 1.201], [-2.442, 0.736, -1.038], [-3.295, -1.102, -0.446]], "forces_ev_per_a": [[0.06, -0.29, -1.08], [2.60, 1.61, -2.70], [-0.41, -0.59, 1.21], [-0.29, -1.01, -1.30], [-2.10, 2.33, 2.29], [1.98, -1.06, 0.82], [0.84, -2.09, -5.05], [-1.52, -0.63, 1.13], [-0.70, 1.83, -0.40], [-0.63, -0.36, 1.51], [1.19, -1.14, -0.06], [0.97, -1.20, 1.53], [0.48, 0.18, -1.37], [-1.18, -0.84, -0.20], [0.19, -0.81, 1.03], [0.89, 1.10, 3.55], [-1.48, 0.19, -0.38], [1.49, 0.41, 0.88], [0.35, 1.10, 1.21], [1.12, -0.29, -1.05], [-2.62, 2.11, -0.88], [0.16, -1.30, 1.06], [0.63, -0.22, 0.67], [1.33, 0.37, 2.02], [0.22, 0.00, -1.58], [-2.78, -1.06, -0.62], [-0.33, 0.16, 1.10], [-1.41, 1.81, -2.52], [0.95, -0.32, -0.82]], "relative_energy_kj_mol": 101.6, "total_charge": 0, "orbital_gap_ha": 0.370}



no.,maximum force (eV/Å)
1,6.9
2,4.3
3,3.2
4,4.3
5,0.7
6,5.5